[1]
{"formula": "C5H10O", "method": "ωB97M-V with the def2-TZVPD basis set", "de_lowest_kj_mol": 402.9, "homo_lumo_gap_ev": 9.6, "charge": 0, "max_force_ev_per_a": 1.675, "species": ["C", "C", "C", "C", "C", "O", "H", "H", "H", "H", "H", "H", "H", "H", "H", "H"], "positions_angstrom": [[-1.191, -1.410, 0.221], [-0.954, -0.233, -0.756], [-0.947, 0.923, 0.159], [0.913, 0.950, -0.715], [1.857, 0.547, 0.434], [0.307, -0.134, -1.378], [-1.609, -2.240, -0.331], [-0.220, -1.659, 0.659], [-1.873, -1.200, 1.069], [-1.707, -0.223, -1.561], [-2.006, 1.218, 0.387], [-0.465, 0.743, 1.106], [1.561, 1.440, -1.482], [2.785, 1.133, 0.449], [1.399, 0.650, 1.421], [2.152, -0.506, 0.318]], "forces_ev_per_a": [[0.12, -0.53, -0.50], [-0.38, -0.73, 0.78], [0.88, 1.09, -0.37], [-0.39, -0.47, 0.17], [-0.18, 0.04, 0.14], [0.17, -0.60, 0.14], [0.11, -0.62, 0.10], [-0.15, -0.21, -0.10], [0.22, 0.27, -0.67], [0.15, 0.16, 0.42], [1.09, 1.14, -0.56], [-0.09, -0.31, 0.23], [-1.15, 0.58, 0.52], [-0.33, 0.04, -0.16], [0.07, -0.07, -0.04], [-0.16, 0.23, -0.09]], "lowdin_charge": [-0.05, -0.45, 0.02, -0.17, -0.08, -0.12, 0.07, 0.08, 0.09, 0.15, 0.10, 0.04, 0.12, 0.07, 0.06, 0.08]}

***

[2]
{"formula": "C5H10O", "method": "ωB97M-V with the def2-TZVPD basis set", "de_lowest_kj_mol": 503.8, "homo_lumo_gap_ev": 8.4, "charge": 0, "max_force_ev_per_a": 0.420, "species": ["C", "C", "C", "C", "C", "O", "H", "H", "H", "H", "H", "H", "H", "H", "H", "H"], "positions_angstrom": [[-1.238, 0.210, 0.733], [-1.168, -0.985, -0.733], [0.220, -0.897, -1.292], [0.404, -0.168, -0.015], [0.895, 1.259, -0.166], [1.120, -0.923, 0.896], [-2.030, -0.436, 1.107], [-0.696, 0.512, 1.658], [-1.673, 1.108, 0.301], [-1.169, -1.903, -0.121], [0.808, -1.815, -1.311], [0.351, -0.296, -2.195], [1.923, 1.211, -0.539], [0.891, 1.792, 0.793], [0.287, 1.820, -0.881], [1.077, -0.491, 1.763]], "forces_ev_per_a": [[-0.19, 0.21, 0.31], [0.07, -0.30, -0.06], [0.08, 0.03, -0.07], [0.16, 0.16, -0.23], [0.02, 0.04, 0.03], [-0.01, 0.11, 0.23], [0.07, 0.08, -0.03], [-0.03, -0.09, -0.21], [0.07, -0.12, 0.08], [-0.03, 0.15, -0.08], [-0.12, 0.10, -0.01], [-0.03, -0.08, 0.15], [-0.12, 0.02, 0.03], [-0.02, -0.10, -0.13], [0.08, -0.14, 0.11], [-0.01, -0.08, -0.12]], "lowdin_charge": [-0.11, 0.00, -0.20, -0.58, -0.03, 0.01, 0.07, 0.08, 0.08, 0.06, 0.12, 0.10, 0.10, 0.09, 0.10, 0.11]}

***

[3]
{"formula": "C5H10O", "method": "ωB97M-V with the def2-TZVPD basis set", "de_lowest_kj_mol": 266.9, "homo_lumo_gap_ev": 9.4, "charge": 0, "max_force_ev_per_a": 0.580, "species": ["C", "C", "C", "C", "O", "C", "H", "H", "H", "H", "H", "H", "H", "H", "H", "H"], "positions_angstrom": [[-0.547, -1.719, -0.700], [0.167, -0.382, -0.679], [1.641, -0.410, -1.015], [-0.045, 1.471, 0.689], [-0.101, 0.161, 0.646], [-0.928, 1.894, 1.818], [-1.534, -1.601, -0.241], [0.003, -2.482, -0.140], [-0.680, -2.059, -1.730], [-0.333, 0.311, -1.362], [2.204, -1.092, -0.369], [2.056, 0.599, -0.927], [1.757, -0.742, -2.053], [-0.663, 2.868, 2.231], [-1.857, 2.039, 1.240], [-1.142, 1.145, 2.590]], "forces_ev_per_a": [[0.00, -0.07, -0.04], [0.03, -0.19, -0.34], [0.05, 0.00, 0.05], [-0.40, -0.28, 0.24], [-0.06, 0.57, -0.09], [0.12, 0.13, 0.03], [0.13, -0.07, -0.13], [-0.04, 0.11, -0.06], [0.07, -0.02, 0.10], [0.07, -0.15, -0.01], [-0.13, 0.07, -0.02], [-0.05, -0.16, 0.01], [0.02, 0.03, 0.16], [0.00, -0.11, -0.02], [0.03, 0.10, 0.16], [0.16, 0.04, -0.05]], "lowdin_charge": [-0.04, -0.44, -0.05, -0.09, -0.11, -0.11, 0.08, 0.08, 0.08, 0.13, 0.08, 0.07, 0.09, 0.06, 0.09, 0.07]}

***

[4]
{"formula": "C5H10O", "method": "ωB97M-V with the def2-TZVPD basis set", "de_lowest_kj_mol": 382.1, "homo_lumo_gap_ev": 8.5, "charge": 0, "max_force_ev_per_a": 0.388, "species": ["C", "C", "C", "C", "C", "O", "H", "H", "H", "H", "H", "H", "H", "H", "H", "H"], "positions_angstrom": [[-0.967, -1.016, -1.335], [-1.025, -1.108, 0.142], [0.065, -0.356, 0.826], [1.470, -0.275, 0.217], [-0.613, 1.056, 0.915], [-0.423, 1.854, -0.229], [-0.473, -0.137, -1.772], [-1.942, -1.181, -1.806], [-0.350, -1.900, -1.588], [-1.696, 0.942, 1.030], [0.156, -0.702, 1.864], [2.123, 0.366, 0.824], [1.930, -1.268, 0.192], [1.467, 0.109, -0.808], [-0.240, 1.554, 1.820], [0.517, 2.063, -0.291]], "forces_ev_per_a": [[-0.15, 0.09, 0.06], [0.28, 0.14, -0.23], [-0.02, -0.13, 0.08], [0.03, -0.03, -0.09], [-0.19, -0.06, 0.23], [0.25, 0.12, -0.04], [-0.03, -0.13, 0.09], [0.17, -0.04, 0.07], [-0.03, 0.05, 0.07], [0.14, 0.03, 0.03], [-0.06, 0.05, -0.15], [-0.12, -0.08, -0.07], [-0.08, 0.13, 0.01], [0.00, -0.06, 0.15], [-0.02, -0.10, -0.16], [-0.16, 0.03, -0.05]], "lowdin_charge": [-0.15, 0.03, -0.42, -0.08, -0.24, -0.06, 0.07, 0.07, 0.11, 0.12, 0.12, 0.08, 0.08, 0.07, 0.13, 0.09]}